## i
The following is a quantum chemistry calculation of a 2-piece molecular cluster, C6H11N overall, from the OMol25 dataset.

Atoms and positions in Å:
C  2.12400  -0.00875  0.00807
C  0.95271  -0.96744  0.18036
C  -0.41106  -0.29400  0.28757
C  -1.57442  -1.26213  0.41694
C  -0.87781  1.53792  -1.24241
C  -0.49353  0.87829  1.08396
N  -0.64627  1.99651  1.38329
H  2.01102  0.56188  -0.91842
H  3.07321  -0.55135  -0.03975
H  2.18311  0.70009  0.84174
H  1.12871  -1.59771  1.07252
H  0.90457  -1.67015  -0.65909
H  -1.45232  -1.95098  1.27029
H  -2.52404  -0.73956  0.55581
H  -1.63474  -1.87940  -0.48289
H  -1.77342  1.46904  -0.65851
H  0.07272  1.83528  -0.84875
H  -1.06244  1.94244  -2.25073

## Properties
HOMO energy (alpha / beta) = -8.7 / -9.0 eV
gap between HOMO and LUMO (alpha / beta) = 8.67 / 8.52 eV
charge = 0
multiplicity = 1

Results of the natural (NBO) charge analysis, in e, for atoms 1 through 2: -0.609, -0.442


## ii
The following is a quantum chemistry calculation of C6H11N as an isolated structure, from the OMol25 dataset.

Atoms and positions in Å:
C  1.00319  0.56857  0.45612
C  0.35187  -0.74999  0.72038
C  0.57040  1.72439  1.04632
C  -0.94300  -0.77416  1.47571
C  -0.74082  0.18021  -1.71200
C  0.46951  -0.45127  -1.07524
N  1.32687  -1.14289  -1.69821
H  2.08764  0.42472  0.43117
H  1.05921  -1.54664  0.94987
H  1.07107  -1.34313  -2.66538
H  -0.43217  2.11465  0.97122
H  1.18342  2.28312  1.73552
H  -1.62152  0.01049  1.12971
H  -0.79582  -0.58237  2.54139
H  -1.42878  -1.74146  1.33799
H  -0.73508  0.04398  -2.79359
H  -1.65594  -0.27125  -1.32796
H  -0.77005  1.25303  -1.52300

## Properties
HOMO energy (alpha / beta) = -7.1 / -7.3 eV
gap between HOMO and LUMO (alpha / beta) = 7.12 / 7.33 eV
charge = 0
multiplicity = 1

Results of the natural (NBO) charge analysis, in e, for atoms 1 through 2: -0.227, -0.217


Compare the structures above. Which one is the most stable? i is.